1.
{
  "formula": "C26H32N4OS",
  "method": "ωB97M-V/def2-TZVPD",
  "max_force_ev_per_a": 0.78,
  "smiles": "CSc1ccc(CN2CCC(n3nccc3NC(=O)CCCc3ccccc3)CC2)cc1",
  "mol_weight_g_mol": 448.64,
  "relative_energy_ev": 0.277,
  "homo_ev": -7.91,
  "lumo_energy_ev": 0.57,
  "total_charge": 0,
  "symbols": ["C", "H", "H", "H", "S", "C", "C", "C", "C", "C", "C", "H", "H", "C", "N", "C", "C", "H", "H", "C", "N", "C", "C", "C", "N", "H", "H", "N", "C", "O", "C", "H", "H", "C", "H", "H", "C", "C", "C", "C", "C", "C", "C", "H", "H", "H", "H", "H", "H", "H", "H", "C", "C", "H", "H", "H", "H", "H", "H", "H", "H", "H", "H", "H"],
  "positions_angstrom": [[-1.334, 5.685, -0.239], [-1.364, 4.661, 0.123], [-2.305, 5.980, -0.624], [-1.029, 6.372, 0.545], [-0.187, 5.772, -1.647], [1.133, 4.733, -1.095], [1.453, 4.584, 0.246], [2.451, 3.703, 0.619], [3.141, 2.954, -0.327], [2.866, 3.176, -1.672], [1.873, 4.055, -2.057], [1.646, 4.208, -3.102], [3.422, 2.639, -2.428], [4.107, 1.875, 0.100], [3.533, 0.561, 0.350], [2.690, 0.412, 1.514], [1.213, 0.767, 1.292], [0.644, 0.543, 2.195], [1.096, 1.825, 1.069], [0.652, -0.031, 0.119], [-0.701, 0.392, -0.166], [-1.684, -0.315, -0.780], [-2.760, 0.534, -0.943], [-2.319, 1.747, -0.404], [-1.085, 1.655, 0.051], [-2.857, 2.671, -0.332], [-3.703, 0.300, -1.387], [-1.518, -1.651, -1.111], [-2.466, -2.455, -1.681], [-3.535, -2.052, -2.073], [-2.034, -3.909, -1.768], [-2.055, -4.208, -2.817], [-1.016, -4.028, -1.395], [-2.994, -4.809, -0.977], [-2.543, -5.799, -0.887], [-3.923, -4.914, -1.539], [-3.346, -4.251, 0.409], [-2.173, -3.721, 1.185], [-2.236, -2.456, 1.760], [-1.167, -1.945, 2.473], [-0.007, -2.688, 2.613], [0.066, -3.952, 2.051], [-1.010, -4.466, 1.349], [-0.947, -5.459, 0.928], [0.964, -4.542, 2.165], [0.832, -2.290, 3.165], [-1.241, -0.962, 2.914], [-3.132, -1.864, 1.645], [-3.829, -5.045, 0.987], [-4.074, -3.447, 0.287], [-0.663, -2.080, -0.786], [1.535, 0.176, -1.117], [2.998, -0.152, -0.785], [3.070, -1.224, -0.553], [3.628, 0.046, -1.654], [1.444, 1.216, -1.430], [1.194, -0.459, -1.937], [0.636, -1.096, 0.393], [2.753, -0.641, 1.818], [3.099, 1.020, 2.322], [4.610, 2.176, 1.024], [4.870, 1.740, -0.673], [2.691, 3.591, 1.668], [0.928, 5.142, 1.005]]
}

---

2.
{
  "formula": "C5H11P",
  "method": "ωB97M-V/def2-TZVPD",
  "max_force_ev_per_a": 6.99,
  "mol_weight_g_mol": 102.12,
  "relative_energy_ev": 3.768,
  "homo_ev": -8.62,
  "lumo_energy_ev": 0.91,
  "total_charge": 0,
  "symbols": ["C", "C", "C", "C", "C", "P", "H", "H", "H", "H", "H", "H", "H", "H", "H", "H", "H"],
  "positions_angstrom": [[-1.176, -0.900, 0.010], [1.372, 1.110, 0.010], [1.521, 0.196, 1.244], [1.533, -0.018, -1.047], [-2.642, 0.087, -0.092], [0.973, -1.283, 0.187], [-1.245, -1.227, -1.140], [-1.628, -1.660, 0.630], [0.474, 1.523, 0.114], [2.235, 1.887, -0.249], [2.638, -0.137, 1.567], [0.927, 0.216, 2.231], [1.002, 0.158, -1.893], [2.476, -0.333, -1.384], [-3.376, -0.788, -0.145], [-2.688, 0.559, 0.859], [-2.397, 0.607, -0.901]]
}

---

3.
{
  "formula": "C6H12N3O5P",
  "method": "ωB97M-V/def2-TZVPD",
  "max_force_ev_per_a": 2.26,
  "mol_weight_g_mol": 237.15,
  "homo_ev": 0.65,
  "lumo_energy_ev": 2.91,
  "total_charge": -2,
  "symbols": ["C", "C", "N", "C", "N", "N", "C", "C", "C", "O", "H", "H", "H", "H", "H", "H", "H", "H", "H", "H", "H", "H", "O", "P", "O", "O", "O"],
  "positions_angstrom": [[-1.403, 2.282, -2.774], [-1.374, 1.672, -1.513], [-0.237, 0.968, -0.945], [-0.274, 1.445, 0.355], [0.700, 2.327, 0.818], [-1.289, 0.994, 1.240], [-1.834, -0.351, 0.945], [-0.970, -1.230, 0.023], [-0.149, -0.478, -1.042], [1.192, -0.913, -0.936], [-1.443, 3.367, -2.848], [-1.376, 1.690, -3.684], [-2.251, 1.659, -0.859], [0.481, 3.281, 1.038], [1.631, 2.010, 1.010], [-2.061, 1.658, 1.238], [-2.816, -0.246, 0.478], [-1.940, -0.881, 1.895], [-1.670, -1.883, -0.503], [-0.292, -1.868, 0.586], [-0.503, -0.768, -2.039], [1.759, -0.140, -0.950], [2.430, -1.672, 2.073], [3.224, -2.923, 1.683], [2.373, -3.965, 0.957], [3.722, -3.549, 2.988], [4.366, -2.489, 0.765]]
}

---

4.
{
  "formula": "C8H28ClO10",
  "method": "ωB97M-V/def2-TZVPD",
  "max_force_ev_per_a": 2.99,
  "mol_weight_g_mol": 319.75,
  "relative_energy_ev": 1.283,
  "homo_ev": -7.02,
  "lumo_energy_ev": 2.95,
  "total_charge": -1,
  "symbols": ["Cl", "O", "O", "O", "O", "C", "C", "C", "O", "H", "H", "H", "H", "H", "H", "H", "H", "C", "O", "H", "H", "H", "H", "C", "O", "H", "H", "H", "H", "C", "O", "H", "H", "H", "H", "C", "O", "H", "H", "H", "H", "C", "O", "H", "H", "H", "H"],
  "positions_angstrom": [[-0.144, -0.488, 0.317], [1.145, -0.102, -0.136], [-0.581, 0.629, 1.103], [-0.999, -0.731, -0.862], [-0.086, -1.673, 1.067], [-0.716, 3.037, -2.928], [0.721, 3.129, -3.118], [1.531, 2.290, -2.157], [1.073, 2.768, -4.459], [-0.929, 3.206, -1.872], [-1.241, 2.136, -3.244], [-1.237, 3.919, -3.300], [1.103, 4.125, -2.897], [1.487, 2.574, -1.106], [2.567, 2.497, -2.427], [1.320, 1.221, -2.204], [0.511, 2.026, -4.692], [-2.139, -4.070, -2.127], [-2.442, -3.804, -0.753], [-1.198, -3.648, -2.478], [-2.180, -5.105, -2.467], [-2.722, -3.532, -2.875], [-2.075, -2.974, -0.438], [2.246, -3.532, -0.902], [2.204, -2.763, -2.054], [1.223, -3.582, -0.529], [2.475, -4.580, -1.098], [2.953, -3.256, -0.120], [1.738, -1.938, -1.897], [-0.788, 0.082, 4.311], [-1.395, -0.538, 5.495], [-1.418, 0.824, 3.821], [0.117, 0.600, 4.633], [-0.525, -0.706, 3.606], [-1.731, 0.120, 6.108], [-3.192, 2.797, 0.338], [-2.433, 2.973, 1.501], [-2.606, 2.872, -0.578], [-3.745, 1.858, 0.321], [-3.988, 3.534, 0.236], [-1.621, 2.499, 1.308], [2.732, -0.476, 3.146], [3.822, -1.160, 3.790], [2.894, -0.732, 2.098], [1.720, -0.816, 3.366], [2.850, 0.598, 3.291], [3.697, -2.109, 3.861]]
}

---

5.
{
  "formula": "C6H5ClF2",
  "method": "ωB97M-V/def2-TZVPD",
  "max_force_ev_per_a": 3.52,
  "smiles": "FC1=C[C@](F)(Cl)CC=C1",
  "mol_weight_g_mol": 150.56,
  "relative_energy_ev": 0.000,
  "homo_ev": -9.45,
  "lumo_energy_ev": 0.53,
  "total_charge": 0,
  "symbols": ["C", "C", "C", "C", "C", "C", "F", "F", "Cl", "H", "H", "H", "H", "H"],
  "positions_angstrom": [[1.120, 0.732, -0.334], [0.692, -0.477, -0.165], [-1.025, 1.760, 0.047], [0.291, 1.916, -0.051], [-0.726, -0.761, 0.231], [-1.573, 0.372, -0.241], [0.940, 3.075, 0.196], [-1.793, 0.292, -1.576], [-3.122, 0.291, 0.513], [2.180, 0.809, -0.470], [1.190, -1.354, -0.512], [-1.720, 2.599, 0.401], [-1.165, -1.712, 0.003], [-0.720, -0.686, 1.357]]
}

---

6.
{
  "formula": "C6H12O",
  "method": "ωB97M-V/def2-TZVPD",
  "max_force_ev_per_a": 0.92,
  "mol_weight_g_mol": 100.16,
  "relative_energy_ev": 4.374,
  "homo_ev": [-7.40, -7.66],
  "lumo_energy_ev": [0.36, 0.08],
  "total_charge": 0,
  "symbols": ["C", "C", "C", "C", "C", "C", "O", "H", "H", "H", "H", "H", "H", "H", "H", "H", "H", "H", "H"],
  "positions_angstrom": [[-1.849, -0.257, -0.120], [0.079, 0.306, -1.982], [0.719, -1.072, 1.608], [1.136, 1.270, 0.652], [-0.086, -0.473, -0.686], [0.633, -0.128, 0.452], [-0.720, -1.672, -0.813], [-1.795, 0.836, -0.128], [-1.939, -0.662, 0.876], [-2.594, -0.618, -0.815], [0.168, 1.381, -1.826], [0.984, -0.041, -2.487], [-0.766, 0.109, -2.641], [0.103, -0.743, 2.458], [1.747, -1.122, 1.984], [1.743, 1.636, -0.181], [1.739, 1.341, 1.558], [0.302, 1.982, 0.769], [0.395, -2.072, 1.322]]
}

---

7.
{
  "formula": "C5H8N2O2",
  "method": "ωB97M-V/def2-TZVPD",
  "max_force_ev_per_a": 4.67,
  "mol_weight_g_mol": 128.13,
  "relative_energy_ev": 12.046,
  "homo_ev": -8.64,
  "lumo_energy_ev": -1.57,
  "total_charge": 0,
  "symbols": ["C", "C", "C", "C", "C", "H", "H", "H", "H", "H", "H", "H", "H", "N", "N", "O", "O"],
  "positions_angstrom": [[0.712, -0.112, -0.195], [1.974, 0.466, 0.344], [1.375, 2.035, -0.076], [-0.339, 0.699, 0.573], [-1.209, -0.438, 0.042], [-1.810, -3.007, -0.156], [0.581, 0.378, -1.185], [3.001, -0.023, -0.023], [1.972, 0.402, 1.517], [2.141, 2.868, 0.425], [1.297, 2.292, -1.411], [-0.459, 2.510, 1.011], [-0.506, 0.281, 1.761], [-0.103, -1.374, 0.002], [-0.010, 2.048, 0.312], [-0.222, -2.499, -0.866], [-2.341, -0.790, -0.168]]
}